1.
{
  "formula": "C49H44GaIN3O5P2S",
  "method": "ωB97M-V/def2-TZVPD",
  "spin_multiplicity": 1,
  "total_charge": 1,
  "gap_ev": 8.5,
  "e_homo_ev": -10.74,
  "max_force_ev_per_a": 0.09,
  "species": ["H", "C", "H", "H", "C", "N", "C", "C", "H", "C", "C", "C", "C", "H", "H", "H", "C", "C", "C", "H", "H", "C", "C", "C", "C", "C", "H", "H", "C", "P", "C", "H", "H", "H", "H", "C", "H", "C", "C", "H", "C", "O", "Ga", "H", "C", "C", "H", "N", "H", "N", "H", "C", "C", "C", "C", "C", "C", "C", "H", "H", "C", "C", "C", "C", "H", "H", "H", "C", "C", "C", "C", "H", "H", "H", "H", "H", "C", "C", "O", "C", "O", "H", "H", "H", "H", "I", "O", "P", "H", "O", "S", "H", "H", "C", "H", "H", "C", "C", "H", "C", "C", "H", "H", "C", "H", "C"],
  "xyz": [[-0.90, 4.45, -1.17], [-3.36, 1.26, -2.04], [1.89, -3.10, -4.48], [-5.97, 1.40, -4.89], [1.45, 4.67, 0.38], [1.70, -1.10, -3.84], [-2.22, -4.55, -2.01], [3.27, -0.23, 3.30], [2.42, 2.11, -1.63], [3.40, 5.26, -0.89], [-1.27, 2.85, 2.50], [3.89, 0.69, 4.12], [-5.27, 2.30, -3.07], [4.17, 3.75, -2.21], [4.77, -2.29, 2.32], [-2.50, 3.86, -1.56], [3.07, -0.98, -0.43], [-3.01, -5.92, -0.21], [1.81, -2.10, -4.90], [-2.13, 2.93, 1.85], [3.79, 0.61, 5.20], [4.18, -4.35, 2.39], [2.84, -2.59, 1.44], [1.43, 3.41, -0.24], [-4.27, 0.37, -4.08], [2.43, 5.59, 0.04], [1.76, 2.50, 4.87], [4.17, 5.97, -1.15], [-2.51, -5.01, 0.72], [-2.13, 1.02, -0.73], [-3.08, 0.65, 0.78], [-1.36, -0.38, 1.55], [-4.99, 1.53, 0.29], [0.71, 4.92, 1.13], [1.30, -5.60, 1.14], [4.65, 1.72, 3.57], [-4.76, -0.28, 4.15], [2.42, 3.08, -1.17], [-2.87, -5.69, -1.57], [5.38, 2.61, 1.76], [-4.34, 2.24, -2.04], [1.24, -0.77, 1.16], [0.38, -0.02, -0.87], [1.00, -3.26, 0.52], [-3.33, 0.32, -3.07], [-1.70, -3.64, -1.09], [0.74, -1.58, 1.34], [-1.28, 2.50, -0.53], [-2.63, -5.19, 1.78], [0.06, -0.58, -5.19], [-2.38, 3.40, 4.25], [4.79, 1.81, 2.20], [-0.03, 2.47, 1.99], [0.68, -0.29, -4.04], [1.06, 2.35, 2.85], [3.21, -5.28, 2.07], [3.40, 4.01, -1.49], [4.00, -3.01, 2.08], [-0.88, -0.24, -5.34], [-1.47, -3.16, 0.99], [-2.98, -0.41, 2.96], [-1.86, -3.88, 0.27], [-1.74, 3.87, -0.79], [-2.39, -0.08, 1.75], [2.44, 6.56, 0.51], [5.09, -4.66, 2.89], [-6.03, 0.96, 2.43], [-1.42, 3.10, 3.86], [-0.33, 2.97, 4.71], [-4.41, 1.01, 1.04], [0.51, -1.88, -5.69], [2.30, -1.00, -3.03], [-4.40, 2.98, -1.25], [-2.42, -0.96, 3.70], [0.68, -1.85, -6.77], [-0.45, 3.17, 5.77], [-4.29, -0.03, 3.21], [2.06, -4.88, 1.41], [-1.03, -2.11, -2.78], [-5.24, 1.36, -4.09], [-0.35, -1.76, -0.68], [2.67, -1.02, 3.73], [-2.13, 4.36, 0.11], [-2.10, -4.36, -3.06], [5.14, 2.44, 4.22], [-3.99, -7.64, 0.46], [4.16, -1.36, -0.79], [0.20, 2.18, 0.22], [-0.23, -2.64, -5.45], [2.21, -0.40, -1.23], [0.19, 1.02, -3.04], [4.31, 0.95, 0.30], [-4.26, -0.38, -4.87], [3.41, -0.14, 1.92], [2.04, 2.08, 2.46], [3.35, -6.33, 2.32], [-5.00, 0.68, 2.25], [1.88, -3.54, 1.09], [2.70, -1.90, -5.51], [0.91, 2.60, 4.21], [4.17, 0.88, 1.37], [-3.26, -6.40, -2.28], [-6.03, 3.07, -3.07], [2.64, -1.13, 1.05], [-2.57, -0.46, -3.07], [-1.00, -2.43, -1.60]]
}

2.
{
  "formula": "CH5N3OS",
  "method": "ωB97M-V/def2-TZVPD",
  "spin_multiplicity": 1,
  "gap_ev": 10.1,
  "e_homo_ev": -9.61,
  "smiles": "NNC(=O)NS",
  "max_force_ev_per_a": 1.53,
  "species": ["H", "C", "N", "N", "H", "H", "N", "S", "H", "H", "O"],
  "xyz": [[2.88, 0.47, 0.94], [0.14, 0.80, -0.09], [-1.20, 0.49, 0.05], [-1.78, -0.74, -0.23], [-1.83, 1.29, -0.14], [-1.32, -1.22, -1.03], [0.97, -0.32, -0.07], [2.65, -0.18, -0.20], [0.64, -1.18, 0.40], [-1.69, -1.35, 0.59], [0.54, 1.94, -0.21]]
}

3.
{
  "formula": "C4H6N2O",
  "method": "ωB97M-V/def2-TZVPD",
  "spin_multiplicity": 1,
  "gap_ev": 9.1,
  "e_homo_ev": -8.33,
  "smiles": "Cc1c[nH]c(O)n1",
  "max_force_ev_per_a": 0.70,
  "species": ["H", "H", "C", "H", "C", "N", "H", "H", "C", "N", "H", "O", "C"],
  "xyz": [[-1.53, 1.58, 1.65], [1.29, 1.10, 1.49], [0.74, -0.63, -1.17], [0.46, -1.61, -2.73], [0.86, 0.51, 0.69], [1.65, -0.12, -0.29], [-2.50, 0.82, 0.36], [-1.95, -0.14, 1.74], [-0.43, 0.31, 0.32], [-0.50, -0.41, -0.88], [2.35, -0.79, 0.00], [1.22, -1.29, -2.24], [-1.67, 0.67, 1.06]]
}

4.
{
  "formula": "C43H68AsN7Si3Tc",
  "method": "ωB97M-V/def2-TZVPD",
  "spin_multiplicity": 4,
  "total_charge": 2,
  "s_squared": 3.83,
  "gap_ev": [5.3, 5.2],
  "e_homo_ev": [-12.74, -12.67],
  "max_force_ev_per_a": 2.24,
  "species": ["C", "H", "H", "C", "H", "H", "H", "C", "H", "H", "H", "H", "H", "C", "C", "H", "H", "C", "H", "N", "C", "C", "H", "H", "N", "C", "H", "H", "H", "C", "H", "H", "C", "C", "H", "C", "C", "C", "C", "N", "C", "H", "H", "H", "C", "H", "H", "C", "H", "C", "N", "H", "C", "Tc", "C", "H", "H", "C", "H", "As", "H", "C", "H", "H", "H", "C", "H", "H", "H", "H", "H", "C", "C", "C", "C", "H", "H", "H", "Si", "H", "H", "N", "C", "H", "H", "C", "H", "H", "H", "C", "H", "C", "N", "C", "H", "H", "Si", "H", "H", "H", "H", "Si", "H", "H", "C", "H", "H", "C", "C", "C", "C", "C", "C", "C", "H", "H", "H", "H", "H", "H", "H", "C", "N"],
  "xyz": [[-2.66, -0.52, -3.38], [0.69, -4.36, -2.02], [-5.60, -0.87, -1.15], [-1.42, 3.73, 2.42], [-1.78, -3.79, -1.52], [3.14, 0.57, -3.47], [3.02, 2.34, 4.37], [5.19, 1.41, 0.20], [4.07, 0.94, 4.41], [0.89, -2.74, -6.89], [-1.30, -1.72, -6.43], [-3.44, 0.09, 3.65], [0.89, 2.63, 5.53], [1.18, -4.54, 1.29], [0.25, 5.01, -1.39], [2.59, 0.93, 5.32], [-1.18, -3.85, 0.15], [1.44, -2.27, 0.23], [0.27, 4.32, 0.70], [-2.34, -0.19, 0.02], [-6.16, 0.69, 1.14], [1.75, 3.98, 2.62], [-2.99, 1.35, 2.53], [2.47, 2.03, -1.67], [2.41, 1.24, 0.24], [3.10, -4.10, -0.08], [1.50, -2.03, 3.22], [-2.11, -2.16, 3.23], [0.99, -1.80, 1.11], [0.75, -3.37, -2.49], [6.26, 1.49, 0.20], [2.29, -1.67, -0.10], [0.39, 1.12, 2.39], [-5.03, 1.87, -0.80], [0.34, 2.22, -4.16], [3.03, 1.25, 4.38], [0.26, 4.10, -0.34], [4.44, 1.84, -0.89], [3.07, 1.72, -0.83], [-3.56, -0.02, -0.24], [0.04, 3.05, 5.00], [-3.55, 0.04, -3.14], [2.55, -0.60, -2.29], [-1.64, -1.69, 1.61], [2.83, -6.25, 0.96], [0.14, -3.38, -3.40], [4.02, -2.36, -3.38], [-2.57, 1.87, -0.40], [0.26, -4.21, 1.75], [1.88, -1.73, -5.30], [-3.76, 1.25, -0.51], [-2.54, 0.02, -5.46], [0.24, 2.91, -2.18], [0.37, 1.07, 0.18], [-1.31, -1.71, 2.64], [3.17, -1.88, 2.70], [1.48, 5.00, 2.37], [-0.38, -0.29, 5.14], [1.07, -6.49, 2.16], [0.04, -2.06, -1.21], [2.84, -2.16, -5.53], [-0.45, -1.46, -5.82], [-7.10, 1.70, -0.48], [-5.95, 1.57, 1.75], [2.72, -1.52, 4.35], [2.91, -0.49, -3.32], [-1.30, 4.79, 2.23], [-0.46, -2.37, 2.72], [-5.09, 2.04, -1.88], [-5.40, -0.06, 1.33], [-2.75, 1.57, 4.25], [1.63, -5.82, 1.53], [-0.60, -0.54, -4.79], [1.89, -3.65, 0.48], [4.51, 0.92, 1.31], [4.62, -1.12, -4.49], [0.21, -1.20, 5.19], [-2.34, -2.60, -0.34], [2.15, 0.43, 2.91], [-2.40, 2.91, -0.58], [0.25, 4.63, -3.56], [0.25, 2.83, -0.79], [3.12, 0.87, 1.32], [-1.80, 1.19, -4.37], [4.91, 2.26, -1.76], [-1.48, -3.19, -0.66], [0.22, 0.50, 5.56], [-7.12, 0.29, 1.46], [-1.24, -0.43, 5.78], [-2.69, 0.85, 3.44], [-5.03, 2.85, -0.31], [0.31, 1.86, -3.12], [0.41, 0.61, -2.88], [2.40, -1.43, 3.31], [2.44, 4.06, 3.45], [-1.73, 3.25, 1.51], [0.20, 2.96, 3.11], [3.18, -7.25, 1.13], [-6.61, 0.10, -2.24], [-2.96, -1.54, -3.63], [-7.33, -0.73, -0.87], [-0.97, 0.03, 3.35], [-0.01, 4.10, 5.30], [-1.99, -0.56, -2.52], [3.56, -5.37, 0.17], [-2.23, 3.65, 3.14], [2.28, 3.55, 1.79], [0.51, -0.27, -3.96], [0.24, 4.26, -2.56], [4.19, -1.29, -3.50], [1.76, -0.87, -4.22], [-6.45, -0.19, -1.21], [-6.24, 1.04, -0.34], [-1.93, 0.12, -4.56], [3.69, -3.43, -0.68], [1.78, -3.18, -2.77], [4.51, -5.69, -0.24], [-0.86, 2.58, 5.37], [4.92, -0.98, -2.76], [5.04, 0.59, 2.18], [0.27, 6.08, -1.32], [0.78, -2.05, -6.07], [-1.67, 0.96, -0.05]]
}

5.
{
  "formula": "C20H14F4N2O3PdS",
  "method": "ωB97M-V/def2-TZVPD",
  "spin_multiplicity": 1,
  "gap_ev": [7.4, 7.4],
  "e_homo_ev": [-8.36, -8.36],
  "max_force_ev_per_a": 0.85,
  "species": ["C", "F", "C", "C", "C", "H", "H", "C", "O", "C", "S", "O", "C", "H", "O", "C", "C", "H", "H", "C", "H", "H", "C", "C", "C", "H", "C", "H", "C", "H", "N", "H", "C", "C", "H", "F", "F", "H", "H", "C", "N", "F", "C", "Pd", "C"],
  "xyz": [[-0.74, 1.34, -1.66], [-1.44, -2.81, -0.72], [3.70, 0.36, 0.23], [3.23, -0.29, -2.13], [4.35, -0.04, 1.54], [3.18, -1.61, -0.43], [3.18, -1.11, -2.85], [1.86, 0.32, -1.97], [-0.96, 1.65, 3.75], [3.77, -0.76, -0.79], [-1.70, -1.39, 2.17], [-1.57, 2.06, 0.87], [-3.05, -1.12, 1.13], [-6.12, 0.10, -0.81], [1.12, 2.39, 3.97], [1.43, 0.79, -0.71], [0.99, 0.38, -3.03], [3.91, 0.46, -2.55], [5.34, -0.44, 1.32], [-0.29, 0.90, -2.87], [2.50, 1.15, 2.42], [4.80, -1.10, -0.89], [-3.47, -1.85, 0.01], [-5.25, -0.26, -0.28], [-2.72, -3.08, -0.44], [3.78, -0.81, 2.05], [0.13, 1.29, -0.56], [-4.92, -1.97, -1.54], [0.53, 1.57, 1.84], [4.23, 1.23, -0.18], [-3.71, 0.00, 1.49], [-5.23, 1.35, 1.15], [1.81, 1.15, 1.59], [0.23, 1.93, 3.27], [1.29, 0.01, -4.01], [-1.09, 0.95, -3.94], [-3.27, -3.60, -1.56], [-1.74, 1.73, -1.53], [4.49, 0.80, 2.22], [-4.77, 0.43, 0.80], [2.28, 0.76, 0.40], [-2.75, -4.04, 0.50], [-0.38, 1.68, 0.75], [-2.37, 0.90, 2.68], [-4.58, -1.42, -0.68]]
}

6.
{
  "formula": "C29H38AsN4NaO4S4",
  "method": "ωB97M-V/def2-TZVPD",
  "spin_multiplicity": 1,
  "gap_ev": 7.1,
  "e_homo_ev": -7.50,
  "max_force_ev_per_a": 0.27,
  "species": ["C", "C", "H", "S", "H", "Na", "H", "C", "C", "H", "H", "C", "H", "C", "C", "H", "S", "As", "H", "H", "C", "O", "H", "C", "S", "H", "C", "H", "H", "C", "H", "C", "C", "H", "N", "H", "C", "H", "S", "H", "C", "N", "H", "H", "C", "O", "C", "C", "H", "C", "H", "H", "H", "C", "H", "C", "C", "H", "N", "H", "H", "C", "H", "H", "C", "H", "O", "H", "C", "H", "C", "C", "H", "O", "H", "C", "N", "H", "H", "C", "H"],
  "xyz": [[3.87, 0.76, -2.80], [1.44, -3.64, -4.53], [-1.19, -5.52, -4.47], [-0.91, -2.82, -1.66], [1.48, -1.60, -5.24], [0.13, 0.08, -0.17], [1.18, -5.19, 0.30], [-3.05, 2.46, -1.98], [-0.07, 3.24, 4.73], [-3.19, 2.58, -0.91], [4.76, -3.17, -3.63], [0.89, 2.47, 4.11], [-1.06, -3.52, 1.99], [4.23, -0.47, -3.34], [-1.22, 2.01, -4.26], [-2.02, 4.14, 4.56], [1.55, -2.84, 0.60], [-1.22, 1.87, -2.31], [1.81, 2.26, 4.65], [1.69, -2.54, 2.91], [-1.49, 3.06, 2.80], [1.85, 0.51, 1.28], [-2.96, -1.80, 3.36], [3.72, -2.89, -3.71], [-0.78, -1.19, 2.54], [4.51, 1.62, -2.90], [-0.59, -4.63, -4.64], [1.55, -2.18, -2.27], [-4.28, -1.86, 1.33], [-0.51, -4.31, -0.72], [1.33, -4.22, 2.54], [-3.37, -1.57, -1.56], [-0.52, 2.24, 2.11], [-0.83, 4.39, -2.46], [-1.22, -3.58, -5.15], [-0.96, -1.64, -5.77], [3.38, -1.55, -3.18], [-2.77, -2.72, 0.98], [-2.84, -0.59, -0.13], [-1.61, 2.97, -4.60], [1.78, 1.14, 2.33], [0.70, -4.73, -4.34], [-0.40, 3.74, -0.85], [-2.40, 3.27, 2.27], [0.96, -4.30, -0.29], [-0.77, 1.82, 0.95], [2.68, 0.85, -2.10], [-0.34, 3.57, -1.92], [-3.03, -3.62, -0.93], [2.22, -1.35, -2.44], [-0.59, -3.30, 3.68], [5.16, -0.58, -3.89], [1.59, -4.36, -1.19], [-1.28, 3.53, 4.06], [-3.12, -0.93, -2.41], [-0.47, -2.50, -5.35], [1.05, -3.19, 2.30], [-2.88, -0.18, 2.68], [0.15, 3.74, 6.07], [2.38, 1.78, -1.64], [2.64, 1.08, 3.03], [0.88, -2.48, -5.06], [0.71, 3.53, -2.22], [-3.25, 3.41, -2.49], [-2.71, -2.94, -1.72], [-4.46, -1.69, -1.55], [-0.73, 4.40, 6.58], [-3.02, -3.37, -2.68], [0.70, 1.96, 2.83], [-0.68, -5.20, -1.33], [-0.41, -2.95, 2.66], [-2.59, -1.22, 2.52], [-0.20, 1.89, -4.63], [1.21, 3.47, 6.62], [-1.17, -4.37, 0.15], [2.88, -3.79, -4.24], [1.86, -0.19, -1.91], [-3.76, 1.71, -2.34], [3.27, -4.77, -4.49], [-3.20, -1.74, 1.22], [-1.83, 1.21, -4.69]]
}

7.
{
  "formula": "H22O11",
  "method": "ωB97M-V/def2-TZVPD",
  "spin_multiplicity": 1,
  "gap_ev": 10.7,
  "e_homo_ev": -10.52,
  "smiles": "O.O.O.O.O.O.O.O.O.O.O",
  "max_force_ev_per_a": 4.43,
  "species": ["H", "H", "O", "H", "H", "O", "O", "H", "O", "O", "H", "H", "H", "H", "H", "O", "H", "H", "H", "H", "H", "H", "H", "O", "H", "H", "O", "H", "O", "H", "H", "O", "O"],
  "xyz": [[2.08, -0.71, 2.95], [1.11, -0.66, -3.13], [-0.36, 0.79, 0.18], [-4.20, -0.69, 0.48], [1.80, 2.12, -2.72], [-0.56, -1.74, -0.83], [-1.49, -3.38, 2.13], [-5.43, 2.20, -1.55], [-3.93, -0.11, 1.12], [-5.87, 1.64, -0.90], [0.05, -1.90, -1.54], [-1.30, 0.38, 0.34], [-0.67, -2.99, 2.16], [0.49, 4.84, 0.39], [-1.59, -3.60, 3.05], [4.17, -0.02, -0.83], [1.82, -1.96, -0.02], [2.49, -0.89, 4.47], [1.93, 3.07, -3.89], [-0.79, 4.37, 0.86], [-3.08, -0.37, 1.49], [1.72, 0.10, -2.04], [-1.31, -2.33, -1.18], [1.84, -0.59, 3.88], [4.94, -0.26, -1.46], [-5.19, 1.00, -0.72], [1.63, 2.17, -3.73], [0.21, 0.65, 0.95], [2.07, -1.93, 0.95], [1.52, -2.66, 1.23], [4.44, 0.02, 0.11], [1.67, -0.73, -2.37], [-0.22, 4.19, 0.17]]
}

8.
{
  "formula": "C9H11N2S",
  "method": "ωB97M-V/def2-TZVPD",
  "spin_multiplicity": 1,
  "total_charge": 1,
  "gap_ev": 9.0,
  "e_homo_ev": -12.80,
  "max_force_ev_per_a": 4.54,
  "species": ["N", "H", "C", "H", "H", "H", "H", "C", "H", "C", "H", "C", "C", "H", "C", "C", "H", "C", "H", "N", "S", "C", "H"],
  "xyz": [[1.20, 1.66, 0.36], [0.29, -0.07, -3.21], [0.16, -0.33, -0.15], [-0.33, 1.50, -3.79], [-2.19, -2.60, 1.89], [-0.79, -0.80, 3.15], [0.07, 1.75, 2.16], [0.27, 1.43, -1.88], [2.12, 2.10, 0.43], [-1.28, -2.19, 0.07], [-0.34, -1.74, -1.84], [0.73, 1.12, 1.62], [-0.56, -1.39, -0.73], [2.10, 0.44, -1.15], [1.01, 0.71, -0.74], [-1.38, -1.97, 1.43], [-1.67, -3.12, -0.35], [0.02, -0.11, 1.23], [1.65, 0.89, 2.08], [0.20, 1.01, -3.11], [-0.51, 2.79, -1.41], [-0.75, -0.97, 2.11], [0.07, 2.46, -0.03]]
}